Molecular formula: C64H179N13O25
Method: DFT, the ωB97M-V functional and the def2-TZVPD basis

```
281
Properties=species:S:1:pos:R:3
C 21.626 25.452 19.736
C 22.274 24.621 20.732
C 21.756 23.259 21.087
O 22.532 22.481 21.920
C 22.583 22.770 23.324
N 23.736 24.523 20.383
H 21.772 24.988 18.755
H 21.958 26.481 19.651
H 20.547 25.393 19.775
H 22.156 25.193 21.654
H 21.536 22.663 20.179
H 20.786 23.540 21.587
H 23.538 22.583 23.743
H 21.895 22.147 23.945
H 22.291 23.756 23.667
H 24.146 25.482 20.267
H 24.208 24.174 21.203
C 14.692 18.900 17.933
C 15.840 19.328 18.837
C 16.604 18.219 19.475
O 17.503 18.812 20.388
C 18.059 17.842 21.370
N 16.724 20.116 18.025
H 15.185 18.342 17.076
H 14.170 19.744 17.470
H 13.943 18.314 18.449
H 15.580 19.995 19.678
H 17.088 17.568 18.744
H 15.895 17.624 19.995
H 17.267 17.764 22.127
H 19.017 18.211 21.710
H 18.135 16.838 20.931
H 16.974 19.617 17.189
H 17.621 20.123 18.493
C 15.202 22.761 20.745
C 16.545 23.114 20.160
C 17.758 22.288 20.682
O 17.646 22.336 22.153
C 18.431 21.431 22.816
N 16.619 23.054 18.673
H 15.163 22.710 21.829
H 14.786 21.816 20.419
H 14.521 23.547 20.420
H 16.704 24.151 20.478
H 18.641 22.835 20.419
H 17.822 21.228 20.305
H 18.724 20.620 22.133
H 17.936 21.073 23.718
H 19.464 21.782 23.084
H 16.718 22.095 18.353
H 15.757 23.318 18.174
C 20.037 14.405 15.493
C 19.932 13.647 16.831
C 21.341 13.100 17.149
O 21.234 11.931 17.981
C 22.462 11.179 18.074
N 19.357 14.487 17.901
H 19.030 14.859 15.431
H 20.195 13.811 14.614
H 20.899 15.096 15.489
H 19.314 12.774 16.707
H 21.951 13.839 17.720
H 21.904 12.869 16.241
H 22.224 10.289 18.644
H 23.230 11.752 18.645
H 22.858 10.969 17.075
H 19.657 15.467 17.814
H 19.480 14.118 18.792
C 16.368 13.095 14.877
C 15.607 14.069 15.819
C 14.651 13.316 16.718
O 13.967 14.220 17.535
C 12.974 13.532 18.366
N 16.468 14.958 16.597
H 16.640 12.218 15.418
H 17.355 13.436 14.517
H 15.760 12.795 14.019
H 14.928 14.726 15.193
H 15.262 12.599 17.330
H 13.869 12.711 16.260
H 12.375 12.821 17.803
H 12.356 14.319 18.752
H 13.429 13.021 19.217
H 17.104 14.470 17.151
H 15.823 15.417 17.274
C 12.228 22.427 18.479
C 12.081 23.009 17.038
C 13.086 22.294 16.105
O 14.347 22.334 16.685
C 15.326 21.773 15.860
N 10.737 22.852 16.578
H 11.493 22.927 19.158
H 13.266 22.366 18.796
H 11.915 21.424 18.437
H 12.335 24.072 16.945
H 13.237 22.748 15.097
H 12.852 21.176 15.934
H 16.320 21.773 16.378
H 15.434 22.323 14.913
H 15.067 20.732 15.713
H 10.380 21.970 16.964
H 10.679 22.814 15.571
C 19.256 18.311 25.158
C 20.437 17.364 24.758
C 21.593 18.035 24.006
O 21.213 18.839 22.935
C 22.258 19.211 22.022
N 20.835 16.740 25.969
H 19.640 18.921 25.976
H 18.406 17.644 25.367
H 18.894 18.904 24.304
H 20.093 16.604 24.024
H 22.291 17.209 23.692
H 22.137 18.632 24.749
H 21.783 19.811 21.194
H 22.744 18.405 21.478
H 23.087 19.795 22.559
H 21.391 15.892 25.934
H 21.317 17.367 26.631
C 24.434 15.806 17.009
C 24.177 16.155 15.513
C 25.340 16.981 15.012
O 25.448 18.244 15.547
C 24.431 19.116 15.023
N 23.975 14.961 14.685
H 23.508 15.345 17.417
H 24.732 16.599 17.672
H 25.158 15.018 17.046
H 23.364 16.798 15.381
H 25.203 17.081 13.905
H 26.305 16.545 15.192
H 23.992 19.682 15.817
H 23.638 18.522 14.453
H 24.882 19.774 14.291
H 24.637 14.232 14.659
H 23.620 15.164 13.823
C 25.871 22.658 17.045
C 25.935 23.413 15.724
C 24.505 23.683 15.167
O 23.789 22.455 15.239
C 22.553 22.545 14.509
N 26.702 24.674 15.941
H 26.738 22.833 17.631
H 25.711 21.634 16.840
H 24.996 22.926 17.683
H 26.417 22.776 14.947
H 24.572 24.031 14.125
H 24.041 24.498 15.775
H 22.123 21.580 14.657
H 22.600 22.746 13.453
H 21.918 23.315 14.937
H 26.854 25.108 15.011
H 26.203 25.240 16.674
C 21.265 15.294 21.121
C 22.190 14.098 21.105
C 23.644 14.587 20.693
O 24.506 13.498 20.784
C 25.822 13.745 20.377
N 22.260 13.365 22.424
H 21.069 15.604 20.102
H 21.764 16.146 21.577
H 20.294 15.116 21.600
H 21.844 13.407 20.315
H 23.982 15.440 21.309
H 23.575 14.929 19.676
H 25.807 14.396 19.450
H 26.351 12.826 20.119
H 26.329 14.357 21.089
H 23.212 13.053 22.565
H 22.021 13.955 23.186
C 22.853 18.341 11.483
C 21.598 17.726 12.116
C 20.298 18.163 11.291
O 19.167 17.366 11.703
C 17.978 17.670 11.048
N 21.804 16.327 12.196
H 23.080 19.413 11.712
H 22.870 18.223 10.385
H 23.746 17.789 11.876
H 21.377 18.087 13.131
H 20.421 18.031 10.167
H 20.118 19.263 11.476
H 18.261 17.889 9.988
H 17.351 18.545 11.335
H 17.325 16.817 11.058
H 21.008 15.935 12.681
H 22.031 15.837 11.355
C 18.640 25.314 16.438
C 17.454 26.283 16.424
C 16.169 25.604 15.949
O 16.193 24.996 14.691
C 16.440 25.934 13.636
N 17.184 26.647 17.870
H 18.359 24.356 16.804
H 19.414 25.701 17.114
H 19.009 25.241 15.415
H 17.749 27.145 15.876
H 15.402 26.331 16.063
H 16.009 24.852 16.663
H 15.883 26.853 13.804
H 16.107 25.519 12.689
H 17.491 26.145 13.586
H 17.120 25.808 18.405
H 16.321 27.163 17.940
C 21.906 18.344 17.220
C 20.945 18.639 18.323
C 20.682 20.140 18.345
O 20.178 20.519 17.075
C 19.953 21.892 17.053
N 19.726 17.819 18.176
H 22.039 17.282 17.139
H 22.865 18.849 17.456
H 21.573 18.712 16.271
H 21.491 18.358 19.199
H 21.523 20.773 18.497
H 19.974 20.361 19.134
H 19.797 22.280 16.027
H 20.839 22.404 17.398
H 19.087 22.202 17.629
H 19.111 18.178 18.921
H 19.263 17.969 17.299
C 25.783 18.156 19.880
C 25.545 19.506 19.208
O 24.356 20.022 19.826
O 26.502 18.300 21.110
H 26.431 17.459 19.315
H 24.859 17.648 20.047
H 25.334 19.328 18.124
H 26.428 20.165 19.160
H 24.347 20.992 19.884
H 26.099 18.929 21.710
C 19.008 13.993 24.483
C 17.784 13.056 24.527
O 17.428 12.510 23.280
O 20.285 13.309 24.657
H 18.957 14.601 25.415
H 19.073 14.553 23.505
H 16.947 13.734 24.929
H 18.046 12.209 25.237
H 17.786 13.017 22.561
H 20.502 12.882 23.827
C 18.471 18.975 14.340
C 17.889 17.589 14.543
O 17.631 17.411 15.912
O 19.792 19.076 14.869
H 17.803 19.788 14.729
H 18.575 19.170 13.286
H 18.640 16.902 14.145
H 16.958 17.595 13.999
H 17.344 16.490 15.970
H 19.788 19.544 15.711
C 18.000 22.046 12.407
C 18.682 22.463 13.689
O 19.799 23.371 13.496
O 17.554 23.238 11.665
H 17.158 21.392 12.712
H 18.736 21.491 11.811
H 19.084 21.554 14.141
H 17.956 22.930 14.352
H 19.554 23.847 12.679
H 17.250 22.957 10.810
C 18.797 10.665 20.542
C 19.998 10.632 21.459
O 21.198 10.633 20.765
O 18.974 11.695 19.540
H 17.855 10.784 21.093
H 18.789 9.704 20.038
H 19.834 9.777 22.091
H 20.003 11.531 22.113
H 21.806 11.058 21.399
H 19.934 11.768 19.448
C 16.367 14.454 20.077
C 15.234 14.618 21.047
O 14.777 13.368 21.453
O 17.529 14.021 20.751
H 16.636 15.394 19.540
H 16.157 13.690 19.377
H 14.430 15.233 20.582
H 15.603 15.331 21.842
H 15.574 12.874 21.745
H 17.972 13.225 20.380
```

Values from the calculation:
LUMO energy ... 0.3 eV
E_HOMO ... -8.620 eV
Kohn-Sham gap ... 0.328 Ha
Energy relative to the best compared isomer or geometry (same formula, charge and spin) ... 1.809 eV
Net charge ... 0